1:
The following is a DFT calculation (ωB97M-V with the def2-TZVPD basis set) of the molecule C4H13N3.

Properties
- E_LUMO (eV) = 0.942
- net charge = 0
- frontier orbital gap (eV) = 10.1

Geometry (Å):
N (0.000, 0.670, 2.593)
C (-1.040, 0.941, 1.666)
C (-0.527, 0.989, 0.234)
C (-0.051, -0.303, -0.404)
N (-1.147, -1.065, -1.002)
C (1.057, 0.078, -1.442)
N (1.636, -1.036, -2.180)
H (-0.197, 0.643, 3.585)
H (0.499, -0.211, 2.471)
H (-2.004, 0.417, 1.803)
H (-1.362, 1.987, 1.832)
H (0.193, 1.803, 0.174)
H (-1.302, 1.382, -0.439)
H (0.508, -0.896, 0.336)
H (-1.487, -1.756, -0.333)
H (-0.716, -1.682, -1.697)
H (1.844, 0.605, -0.915)
H (0.592, 0.708, -2.211)
H (2.447, -1.422, -1.718)
H (1.059, -1.851, -2.354)


2:
The following is a DFT calculation (ωB97M-V with the def2-TZVPD basis set) of a cluster of 2 separate species, C4H13N3 in total.

Properties
- E_LUMO (eV) = 0.859
- net charge = 0
- frontier orbital gap (eV) = 8.5

Geometry (Å):
C (-0.540, -2.789, 0.587)
C (-0.507, -1.676, -0.193)
N (-0.719, -1.581, -1.544)
C (0.060, -0.622, -2.338)
H (-0.961, -3.722, 0.210)
H (-0.079, -2.795, 1.581)
H (-0.410, -0.689, 0.288)
H (-0.684, -2.518, -1.971)
H (-0.267, -0.714, -3.387)
H (-0.082, 0.367, -1.887)
H (1.145, -0.852, -2.339)
N (-0.114, 2.929, 1.890)
C (-0.179, 1.606, 1.283)
N (0.999, 1.103, 0.534)
H (0.566, 2.979, 2.658)
H (0.271, 3.541, 1.107)
H (-0.403, 0.872, 2.094)
H (-1.079, 1.580, 0.652)
H (1.104, 1.768, -0.234)
H (1.879, 1.212, 1.010)


1 comes first in stability; the runner-up is 22.4 kcal/mol higher.


1:
The following is a DFT calculation (ωB97M-V with the def2-TZVPD basis set) of a cluster of 2 separate species, C4H13N3 in total.

Properties
- E_LUMO (alpha / beta) (eV) = 1.159 / 0.653
- net charge = 0
- frontier orbital gap (alpha / beta) (eV) = 9.5 / 7.0

Geometry (Å):
C (1.670, -1.890, 0.319)
C (-1.938, -0.920, -0.733)
C (-1.851, 0.984, 0.669)
C (1.303, 1.787, -0.415)
N (1.865, -0.452, 0.164)
N (-1.231, -0.242, 0.354)
N (1.189, 0.369, -0.559)
H (0.860, -2.299, -0.312)
H (2.605, -2.336, -0.018)
H (1.538, -2.066, 1.413)
H (-2.977, -1.218, -0.451)
H (-1.877, -0.174, -1.587)
H (-1.239, -1.770, -0.847)
H (-2.700, 0.696, 1.327)
H (-1.275, 1.591, 1.231)
H (-2.180, 1.615, -0.159)
H (1.230, 2.203, -1.512)
H (0.455, 2.132, 0.170)
H (2.279, 2.040, -0.084)
H (2.275, -0.051, 1.032)


2:
The following is a DFT calculation (ωB97M-V with the def2-TZVPD basis set) of the molecule C4H13N3.

Properties
- E_LUMO (eV) = 1.041
- net charge = 0
- frontier orbital gap (eV) = 9.6

Geometry (Å):
N (0.504, -1.415, 2.120)
C (-0.450, -0.362, 1.858)
C (-0.780, -0.288, 0.349)
C (0.234, 0.565, -0.422)
N (0.079, 1.997, -0.113)
C (0.087, 0.412, -1.935)
N (0.027, -0.945, -2.381)
H (1.408, -1.226, 1.707)
H (0.640, -1.569, 3.109)
H (-0.149, 0.632, 2.197)
H (-1.374, -0.614, 2.359)
H (-0.729, -1.318, 0.009)
H (-1.743, 0.195, 0.198)
H (1.257, 0.273, -0.149)
H (0.968, 2.411, 0.132)
H (-0.530, 2.129, 0.686)
H (-0.807, 1.002, -2.188)
H (0.905, 0.955, -2.425)
H (0.164, -1.727, -1.776)
H (0.288, -1.105, -3.334)


2 comes first in stability; the runner-up is 113.7 kcal/mol higher.


1:
The following is a DFT calculation (ωB97M-V with the def2-TZVPD basis set) of a structure of composition C4H13N3.

Properties
- E_LUMO (eV) = 0.786
- net charge = 0
- frontier orbital gap (eV) = 8.4

Geometry (Å):
C (2.858, 0.685, 0.520)
N (1.521, 0.732, -0.049)
N (1.082, -0.969, -0.408)
N (0.615, 1.213, 0.792)
H (0.721, 0.900, 1.766)
H (-0.358, 0.925, 0.442)
H (1.464, -1.187, -1.319)
H (1.430, -1.622, 0.291)
H (3.209, 1.715, 0.611)
H (2.884, 0.212, 1.512)
H (3.511, 0.145, -0.163)
C (-2.301, 0.237, -1.419)
C (-1.587, -0.331, -0.222)
C (-2.275, -0.866, 0.789)
H (-0.199, -0.793, -0.388)
H (-2.041, 1.291, -1.563)
H (-3.394, 0.169, -1.343)
H (-1.992, -0.277, -2.336)
H (-3.366, -0.894, 0.825)
H (-1.782, -1.284, 1.663)


2:
The following is a DFT calculation (ωB97M-V with the def2-TZVPD basis set) of a cluster of 2 separate species, C4H13N3 in total.

Properties
- E_LUMO (eV) = 0.800
- net charge = 0
- frontier orbital gap (eV) = 9.9

Geometry (Å):
C (-0.251, 3.650, -1.086)
N (-0.354, 2.550, -2.043)
C (0.333, 1.531, -1.816)
N (1.254, 1.358, -0.709)
H (-0.935, 4.428, -1.408)
H (0.760, 4.052, -1.040)
H (-0.515, 3.325, -0.081)
H (0.319, 0.666, -2.479)
H (1.022, 0.482, -0.248)
H (2.152, 1.186, -1.161)
C (-0.538, -2.524, 0.028)
N (-0.337, -3.046, 1.370)
C (-0.387, -1.976, 2.349)
H (-1.495, -2.003, 0.026)
H (0.260, -1.830, -0.285)
H (-0.561, -3.314, -0.722)
H (0.557, -3.506, 1.438)
H (0.219, -1.097, 2.084)
H (-0.093, -2.321, 3.338)
H (-1.410, -1.611, 2.444)


2 comes first in stability; the runner-up is 91.4 kcal/mol higher.


1:
The following is a DFT calculation (ωB97M-V with the def2-TZVPD basis set) of a cluster of 2 separate species, C5H14NO2 in total.

Properties
- E_LUMO (eV) = 3.498
- net charge = -1
- frontier orbital gap (eV) = 6.1

Geometry (Å):
C (0.593, -2.143, -0.561)
N (0.153, -0.766, -0.803)
C (1.150, -0.010, -1.544)
C (0.502, 0.322, 1.434)
C (-0.455, 0.023, 0.276)
C (-1.760, -0.624, 0.924)
O (-1.717, -1.911, 1.293)
H (-0.109, -2.535, 0.177)
H (1.656, -2.190, -0.252)
H (0.445, -2.686, -1.506)
H (1.822, 0.560, -0.899)
H (1.650, -0.696, -2.243)
H (0.644, 0.765, -2.157)
H (0.209, 1.238, 1.980)
H (0.439, -0.486, 2.174)
H (1.543, 0.468, 1.158)
H (-0.858, 0.897, -0.243)
H (-1.980, 0.077, 1.774)
H (-2.563, -0.386, 0.153)
H (-0.333, 2.764, 0.114)
H (-0.923, 3.761, -0.861)
O (-0.107, 3.557, -0.390)


2:
The following is a DFT calculation (ωB97M-V with the def2-TZVPD basis set) of a cluster of 2 separate species, C5H14NO2 in total.

Properties
- E_LUMO (eV) = 3.635
- net charge = -1
- frontier orbital gap (eV) = 6.1

Geometry (Å):
C (-1.543, -0.416, -1.789)
C (-0.663, 0.645, -1.101)
N (-0.225, 0.177, 0.213)
C (-1.304, 0.320, 1.182)
C (0.992, 0.894, 0.684)
C (1.766, 0.104, 1.742)
O (1.112, -0.059, 2.888)
H (-0.906, -1.042, -2.409)
H (-2.317, -0.006, -2.445)
H (-1.975, -1.066, -1.021)
H (0.212, 0.751, -1.733)
H (-1.183, 1.605, -1.020)
H (-1.897, -0.590, 1.274)
H (-1.969, 1.177, 0.974)
H (-0.857, 0.474, 2.159)
H (1.564, 1.118, -0.218)
H (0.671, 1.884, 1.051)
H (2.752, 0.617, 1.780)
H (2.083, -0.839, 1.237)
H (0.778, -2.321, -1.622)
H (1.295, -1.494, -0.507)
O (1.615, -1.935, -1.318)


3:
The following is a DFT calculation (ωB97M-V with the def2-TZVPD basis set) of a cluster of 2 separate species, C5H14NO2 in total.

Properties
- E_LUMO (eV) = 3.511
- net charge = -1
- frontier orbital gap (eV) = 6.7

Geometry (Å):
C (0.262, 0.070, 0.805)
C (-0.629, -1.122, 0.420)
C (-2.071, -0.823, 0.897)
C (-0.077, -2.484, 0.858)
N (1.517, 0.171, 0.093)
C (1.401, 0.761, -1.269)
O (1.938, 1.986, -1.364)
H (-0.381, 0.936, 0.512)
H (0.424, 0.140, 1.885)
H (-0.664, -1.131, -0.670)
H (-2.517, -0.059, 0.266)
H (-2.012, -0.387, 1.886)
H (-2.721, -1.698, 0.834)
H (-0.269, -3.209, 0.065)
H (0.984, -2.497, 1.110)
H (-0.555, -2.794, 1.798)
H (2.188, 0.671, 0.657)
H (1.917, 0.065, -1.983)
H (0.335, 0.655, -1.566)
H (1.062, 3.220, -1.745)
H (-0.448, 3.697, -1.460)
O (0.315, 3.833, -2.030)


3 comes first in stability; the runner-up is 21.1 kcal/mol higher.